{
  "formula": "C4H6O2",
  "method": "the ωB97M-V functional and the def2-TZVPD basis",
  "elements": ["O", "O", "C", "C", "C", "C", "H", "H", "H", "H", "H", "H"],
  "positions_angstrom": [[-0.109, 2.699, 0.950], [1.525, -1.246, -0.183], [0.087, 1.508, 0.894], [-0.058, 0.707, -0.343], [-0.877, -0.567, 0.081], [0.371, -0.679, -0.697], [1.470, -2.191, -0.374], [-1.872, -0.780, -0.291], [0.191, -0.852, -1.758], [0.191, 0.901, 1.810], [-0.733, -0.828, 1.136], [-0.234, 1.332, -1.220]],
  "nbo_charge": [-0.531, -0.689, 0.439, -0.362, -0.410, 0.102, 0.474, 0.227, 0.180, 0.106, 0.223, 0.243],
  "homo_lumo_gap_ev": 10.432,
  "smiles": "O=C[C@@H]1C[C@@H]1O",
  "homo_energy_ev": -9.79
}



{
  "formula": "C4H5NO3",
  "method": "the ωB97M-V functional and the def2-TZVPD basis",
  "elements": ["O", "O", "O", "N", "C", "C", "C", "C", "H", "H", "H", "H", "H"],
  "positions_angstrom": [[1.143, -1.665, 0.965], [1.625, 0.384, -0.971], [0.296, -1.263, -2.223], [-0.606, 0.009, 0.850], [-0.406, 1.420, 0.566], [0.326, -0.711, 1.502], [0.516, -0.147, -1.392], [-0.679, 0.352, -0.508], [0.150, -0.539, 2.859], [-0.689, -1.813, -1.975], [0.972, 1.403, 0.534], [-1.086, 2.386, 0.792], [-1.563, 0.184, -0.999]],
  "nbo_charge": [-0.595, -0.559, -0.671, -0.468, -0.258, 0.529, 0.795, -0.183, 0.153, 0.516, 0.280, 0.255, 0.208],
  "homo_lumo_gap_ev": 9.809,
  "homo_energy_ev": -9.85
}



{
  "formula": "C6H7ClNO2",
  "method": "the ωB97M-V functional and the def2-TZVPD basis",
  "elements": ["Cl", "O", "O", "N", "C", "C", "C", "C", "C", "C", "H", "H", "H", "H", "H", "H", "H"],
  "positions_angstrom": [[4.645, 0.539, 0.312], [-0.983, 1.464, -0.450], [-2.305, -1.271, 0.314], [-1.133, -0.869, 0.083], [0.053, -1.745, 0.027], [-0.462, 0.177, -0.342], [3.426, -0.441, -0.509], [2.173, 0.027, -0.163], [0.798, -0.590, -0.671], [-2.113, 1.754, 0.366], [0.942, -0.732, -1.671], [0.435, -1.907, 1.086], [1.908, 0.892, 0.513], [-0.001, -2.672, -0.469], [-2.860, 0.944, 0.097], [-2.484, 2.782, 0.109], [-2.039, 1.648, 1.369]],
  "nbo_charge": [-0.200, -0.496, -0.608, 0.063, -0.217, 0.466, -0.351, -0.455, -0.269, -0.260, 0.220, 0.199, 0.150, 0.196, 0.209, 0.180, 0.173],
  "homo_lumo_gap_ev": 6.674,
  "homo_energy_ev": -3.30,
  "charge": -1
}



Which LUMO energy belongs to each record? In order, 0.023; -0.001; 0.124 Ha.